Molecular formula: C5H9N3
Method: DFT, the ωB97M-V functional and the def2-TZVPD basis

Summary:
Gap between HOMO and LUMO (spin up / spin down), eV: 6.30 / 6.63
Energy relative to the best compared isomer or geometry (same formula, charge and spin), kcal/mol: 99.4
Spin multiplicity: 1

Geometry (Å):
N1 -0.089 -0.926 0.970
N2 -0.867 0.201 -1.560
N3 1.360 -0.165 -2.346
C1 -0.493 1.003 -0.443
C2 0.389 1.253 1.846
C3 -0.825 -1.416 1.874
C4 -0.050 0.489 0.807
C5 0.187 -0.606 -1.812
H1 -0.470 2.072 -0.606
H2 0.523 2.319 1.731
H3 1.486 0.838 -2.344
H4 0.666 0.805 2.788
H5 -0.859 -2.496 2.001
H6 -1.799 -0.191 -1.616
H7 -1.465 -0.810 2.523
H8 2.194 -0.688 -2.122
H9 0.111 -1.681 -1.690

The net atomic charges from Löwdin, expressed in e, are: 0.008, -0.030, 0.118, -0.160, -0.009, -0.040, -0.466, -0.178, 0.081, 0.036, 0.110, 0.031, 0.062, 0.125, 0.082, 0.103, 0.126


Molecular formula: CH2N4O
Method: DFT, the ωB97M-V functional and the def2-TZVPD basis

Summary:
Gap between HOMO and LUMO, eV: 9.23
Energy relative to the best compared isomer or geometry (same formula, charge and spin), kcal/mol: 100.7
Spin multiplicity: 1
SMILES string: [H]/N=c1/nn[nH]o1

Geometry (Å):
O1 -0.051 1.023 -0.084
N1 0.147 -1.153 -0.019
N2 -2.077 -0.099 0.097
N3 1.293 -0.752 -0.009
N4 1.326 0.596 0.106
C1 -0.760 -0.134 -0.097
H1 2.267 1.384 0.023
H2 -2.124 1.091 0.003

The net atomic charges from Löwdin, expressed in e, are: -0.021, 0.058, 0.100, 0.004, -0.019, -0.543, 0.285, 0.136


Molecular formula: H8O4
Method: DFT, the ωB97M-V functional and the def2-TZVPD basis

Summary:
Gap between HOMO and LUMO, eV: 11.07
Energy relative to the best compared isomer or geometry (same formula, charge and spin), kcal/mol: 24.0
Spin multiplicity: 1
SMILES string: O.O.O.O

Geometry (Å):
O1 0.720 -0.615 -0.670
O2 0.127 1.825 -1.699
O3 1.490 -0.548 2.167
O4 -1.598 -1.510 0.518
H1 -1.763 -0.572 0.463
H2 0.653 -0.089 2.415
H3 0.756 0.203 -1.203
H4 -1.450 -1.733 1.432
H5 -0.190 -0.638 -0.369
H6 1.364 -0.575 1.245
H7 0.519 2.609 -2.090
H8 -0.632 1.642 -2.214

The net atomic charges from Löwdin, expressed in e, are: -0.070, -0.020, -0.058, -0.026, 0.041, 0.045, 0.009, 0.051, -0.024, -0.049, 0.065, 0.037


Molecular formula: C3H6S3
Method: DFT, the ωB97M-V functional and the def2-TZVPD basis

Summary:
Gap between HOMO and LUMO, eV: 9.26
Energy relative to the best compared isomer or geometry (same formula, charge and spin), kcal/mol: 14.9
Spin multiplicity: 1
SMILES string: C1SCSCS1

Geometry (Å):
S1 -0.922 -1.398 0.355
S2 1.802 -0.164 -0.027
S3 -0.662 1.508 -0.387
C1 -1.698 0.150 0.058
C2 0.529 -1.291 -0.643
C3 0.829 1.216 0.725
H1 0.212 -0.882 -1.580
H2 -2.288 0.171 -0.873
H3 -2.372 0.384 0.810
H4 1.060 -2.214 -0.878
H5 1.487 2.086 0.930
H6 0.450 0.862 1.687

The net atomic charges from Löwdin, expressed in e, are: 0.795, 0.717, 0.762, -0.874, -0.849, -0.722, 0.009, 0.037, 0.011, 0.046, 0.047, 0.021


Repeat the fourth record exactly.
Molecular formula: C3H6S3
Method: DFT, the ωB97M-V functional and the def2-TZVPD basis

Summary:
Gap between HOMO and LUMO, eV: 9.26
Energy relative to the best compared isomer or geometry (same formula, charge and spin), kcal/mol: 14.9
Spin multiplicity: 1
SMILES string: C1SCSCS1

Geometry (Å):
S1 -0.922 -1.398 0.355
S2 1.802 -0.164 -0.027
S3 -0.662 1.508 -0.387
C1 -1.698 0.150 0.058
C2 0.529 -1.291 -0.643
C3 0.829 1.216 0.725
H1 0.212 -0.882 -1.580
H2 -2.288 0.171 -0.873
H3 -2.372 0.384 0.810
H4 1.060 -2.214 -0.878
H5 1.487 2.086 0.930
H6 0.450 0.862 1.687

The net atomic charges from Löwdin, expressed in e, are: 0.795, 0.717, 0.762, -0.874, -0.849, -0.722, 0.009, 0.037, 0.011, 0.046, 0.047, 0.021